(1)
{
  "formula": "C31H53NO15",
  "method": "ωB97M-V/def2-TZVPD",
  "s_squared": 0.762,
  "charge": 1,
  "spin_multiplicity": 2,
  "homo_lumo_gap_ha": [0.3413, 0.1798],
  "symbols": ["O", "C", "O", "C", "C", "C", "H", "H", "H", "H", "H", "H", "O", "C", "O", "C", "C", "C", "H", "H", "H", "H", "H", "H", "O", "C", "O", "C", "C", "C", "H", "H", "H", "H", "H", "H", "O", "C", "O", "C", "C", "C", "H", "H", "H", "H", "H", "H", "O", "C", "O", "C", "C", "C", "H", "H", "H", "H", "H", "H", "O", "C", "O", "C", "C", "C", "H", "H", "H", "H", "H", "H", "C", "O", "H", "H", "H", "H", "C", "O", "H", "H", "H", "H", "C", "O", "H", "H", "H", "H", "N", "C", "C", "C", "C", "H", "H", "H", "H", "H"],
  "xyz": [[-21.63178, 25.02977, -10.90640], [-20.54634, 25.67066, -10.96569], [-19.56041, 25.26403, -11.75404], [-18.43447, 26.04390, -11.68329], [-18.62057, 26.83621, -10.41888], [-20.12981, 26.95537, -10.26421], [-18.47883, 26.76170, -12.50237], [-17.50234, 25.47940, -11.65944], [-18.27349, 27.86705, -10.48972], [-18.17429, 26.38768, -9.53133], [-20.51821, 27.83897, -10.77064], [-20.48543, 27.03494, -9.23693], [-15.53468, 22.99133, -17.11473], [-16.03373, 23.98403, -16.54973], [-15.57126, 25.27896, -16.76161], [-16.37689, 26.13986, -16.06559], [-17.05923, 25.31603, -14.94109], [-17.15872, 23.94503, -15.58895], [-17.14444, 26.57184, -16.70774], [-15.75553, 26.80370, -15.46447], [-17.96751, 25.63953, -14.43271], [-16.28341, 25.26912, -14.17689], [-18.13948, 23.93808, -16.06450], [-17.15251, 23.10995, -14.88845], [-12.71184, 18.56317, -16.20547], [-13.01219, 18.89725, -17.35919], [-12.99758, 17.97885, -18.32375], [-13.15784, 18.57826, -19.61406], [-13.27465, 20.07101, -19.31619], [-13.53660, 20.23140, -17.84179], [-14.08758, 18.17179, -20.01216], [-12.32565, 18.26490, -20.24442], [-14.19907, 20.43966, -19.76076], [-12.49488, 20.74253, -19.67551], [-14.62017, 20.28965, -17.73900], [-13.04815, 21.07950, -17.36195], [-18.54222, 20.77977, -12.03433], [-18.77742, 21.51070, -11.04568], [-17.76243, 22.14127, -10.43817], [-18.13193, 22.84121, -9.25520], [-19.57069, 22.41942, -9.02674], [-20.03952, 21.91808, -10.35803], [-17.99586, 23.91671, -9.36862], [-17.53752, 22.45292, -8.42816], [-20.30912, 23.11302, -8.62459], [-19.57573, 21.61703, -8.28902], [-20.46357, 22.63302, -11.06311], [-20.64768, 21.02022, -10.24810], [-14.74272, 21.99816, -8.15724], [-15.07335, 20.96733, -8.69225], [-16.02391, 20.10982, -8.24813], [-16.14651, 19.00655, -9.11621], [-15.01127, 19.08560, -10.17481], [-14.55144, 20.51947, -10.10269], [-17.10581, 19.08096, -9.62836], [-15.94767, 18.05247, -8.62805], [-15.34885, 18.71905, -11.14425], [-14.24566, 18.46101, -9.71453], [-15.24991, 21.05512, -10.74559], [-13.47633, 20.66962, -10.20118], [-10.23854, 22.17624, -7.51085], [-10.69978, 22.46742, -8.60725], [-11.65463, 23.50622, -8.74090], [-11.94718, 23.72455, -10.09317], [-11.31591, 22.60573, -10.82465], [-10.28731, 21.89665, -9.94862], [-11.55905, 24.68153, -10.44198], [-13.03000, 23.73812, -10.21736], [-10.77092, 23.03261, -11.66659], [-12.06887, 21.93310, -11.23542], [-9.24815, 22.13360, -10.17685], [-10.38731, 20.81354, -9.87801], [-12.32380, 23.94444, -16.43415], [-11.44651, 24.98524, -16.10789], [-13.02658, 23.79611, -15.61427], [-12.91405, 24.09673, -17.33776], [-11.76545, 23.03692, -16.66379], [-11.65538, 25.77782, -16.60770], [-13.98166, 26.28541, -12.81008], [-15.16956, 27.08877, -12.61475], [-13.80695, 26.13253, -13.87507], [-13.10238, 26.70304, -12.31960], [-14.03734, 25.29626, -12.35558], [-15.02674, 27.64642, -11.84648], [-12.42727, 18.28819, -12.76436], [-12.67770, 17.36843, -13.77422], [-11.87428, 17.77852, -11.97535], [-11.78577, 19.09149, -13.12670], [-13.28015, 18.73179, -12.25063], [-12.53744, 17.85013, -14.59269], [-15.99264, 21.33959, -13.45298], [-15.41698, 22.51299, -13.02398], [-14.08621, 22.42641, -13.44640], [-13.91454, 21.22104, -14.21324], [-15.06048, 20.50910, -14.06586], [-16.95671, 21.06090, -13.33900], [-16.02706, 23.23058, -12.49552], [-13.32736, 23.15787, -13.21077], [-13.00472, 20.89062, -14.69224], [-15.38640, 19.54197, -14.41917]],
  "atomic_forces_ev_per_a": [[3.99, 2.23, -0.10], [-4.95, -1.46, 0.72], [-0.90, -2.52, -0.81], [1.02, 2.05, 0.42], [0.13, 1.77, 1.19], [-0.07, -0.80, 0.04], [0.50, -0.21, -0.38], [-0.21, -0.20, -0.38], [0.68, -0.23, -0.06], [0.06, -0.16, -0.10], [-0.11, -0.19, -0.33], [0.01, -0.33, -0.11], [-1.04, 3.03, 1.57], [2.15, -2.76, -2.58], [0.25, -3.25, -0.53], [-1.91, 1.41, 2.53], [0.97, -0.72, 0.41], [-1.17, 0.98, 0.80], [0.38, 0.52, -0.10], [-0.08, 0.86, -0.97], [0.06, 0.39, -0.60], [-0.05, -0.04, 0.43], [0.14, -0.43, -0.61], [0.26, -0.01, -0.38], [-0.50, 1.24, -1.97], [-0.12, -1.36, 2.85], [0.57, 0.24, 0.46], [-0.27, 0.08, 0.15], [-1.04, 1.55, -1.49], [0.69, -0.94, 0.00], [0.10, 0.07, -0.19], [-0.03, 0.19, 0.09], [0.28, 0.05, -0.66], [0.30, -0.51, -0.05], [0.08, -0.06, 0.70], [-0.13, -0.15, -0.03], [-0.69, 1.92, 2.23], [1.10, -1.34, -1.94], [1.28, -0.16, -0.79], [-0.63, 0.11, 0.99], [-1.04, 0.09, 0.77], [0.08, -1.59, -0.88], [0.17, -0.08, -0.24], [0.36, 0.34, -0.23], [0.54, 0.58, -0.04], [0.02, -0.25, -0.19], [-0.55, 0.24, 0.37], [-0.41, 0.30, -0.33], [-0.75, -1.19, -0.13], [1.05, 1.12, -0.79], [0.73, 0.68, 0.43], [0.20, -0.59, -1.66], [0.20, -0.32, 1.27], [-1.38, -0.38, 1.22], [-0.22, -0.33, 0.38], [-0.89, 0.26, 0.53], [0.24, -0.04, 0.11], [0.32, -0.25, -0.79], [0.65, 0.70, -0.43], [-0.37, 0.36, -0.24], [-1.41, 0.66, -2.59], [1.11, 0.68, 3.24], [1.35, -1.34, 0.89], [-0.49, 0.52, 0.41], [1.07, -1.04, -2.76], [-1.32, 0.51, 0.76], [0.09, 0.21, 0.31], [-0.15, 0.02, 0.09], [-0.20, -0.19, -0.40], [0.11, -0.20, 0.06], [-0.13, 0.12, 0.13], [-0.01, 0.06, -0.19], [-0.43, -0.26, -0.54], [0.41, 0.39, 0.08], [-0.08, -0.30, 0.05], [-0.10, 0.42, 0.01], [0.20, -0.15, 0.46], [-0.04, -0.07, -0.05], [-0.17, 0.21, 0.36], [0.71, -0.80, -0.20], [0.03, 0.30, -0.01], [0.02, 0.43, -0.36], [-0.60, -0.25, 0.16], [0.01, 0.05, 0.04], [1.08, -0.04, 0.80], [-0.56, 0.03, 0.00], [0.14, 0.01, 0.16], [0.10, 0.27, 0.06], [-0.60, 0.03, -0.31], [-0.17, -0.40, -0.56], [0.20, -0.15, 0.28], [-1.55, -2.57, -0.75], [1.93, -1.13, -1.59], [2.25, 2.83, 1.71], [-2.89, 0.66, 0.03], [-0.49, 0.05, 0.69], [0.29, 0.14, 0.06], [0.02, -0.04, -0.23], [-0.07, -0.03, 0.07], [0.28, -0.11, 0.02]],
  "mulliken_spin": [0.00, 0.00, 0.00, 0.00, 0.00, 0.00, 0.00, 0.00, 0.00, 0.00, 0.00, 0.00, 0.00, 0.00, 0.00, 0.00, -0.02, 0.02, 0.00, 0.00, 0.00, 0.01, 0.00, 0.00, 0.00, 0.00, 0.00, 0.00, 0.00, 0.01, 0.00, 0.00, 0.00, 0.00, 0.00, 0.00, 0.00, 0.00, 0.00, 0.00, 0.00, 0.00, 0.00, 0.00, 0.00, 0.00, 0.00, 0.00, 0.00, 0.00, 0.00, 0.00, 0.00, 0.00, 0.00, 0.00, 0.01, 0.00, 0.04, 0.00, 0.00, 0.00, 0.00, 0.00, 0.00, 0.00, 0.00, 0.00, 0.00, -0.01, 0.00, 0.00, 0.00, 0.00, 0.00, 0.00, 0.00, 0.00, -0.01, 0.00, 0.00, 0.00, 0.01, 0.00, 0.00, 0.00, 0.00, 0.00, 0.01, 0.00, -0.03, 0.20, 0.19, 0.31, 0.17, 0.00, 0.13, -0.02, 0.00, -0.02]
}

---

(2)
{
  "formula": "C31H53NO32S5",
  "method": "ωB97M-V/def2-TZVPD",
  "spin_multiplicity": 1,
  "homo_lumo_gap_ha": 0.3517,
  "symbols": ["C", "N", "O", "O", "H", "H", "H", "O", "C", "O", "C", "C", "C", "H", "H", "H", "H", "H", "H", "O", "C", "O", "C", "C", "C", "H", "H", "H", "H", "H", "H", "O", "C", "O", "C", "C", "C", "H", "H", "H", "H", "H", "H", "O", "C", "O", "C", "C", "C", "H", "H", "H", "H", "H", "H", "O", "C", "O", "C", "C", "C", "H", "H", "H", "H", "H", "H", "C", "C", "O", "S", "O", "O", "O", "H", "H", "H", "H", "C", "C", "O", "S", "O", "O", "O", "H", "H", "H", "H", "C", "C", "O", "S", "O", "O", "O", "H", "H", "H", "H", "C", "C", "O", "S", "O", "O", "O", "H", "H", "H", "H", "C", "C", "O", "S", "O", "O", "O", "H", "H", "H", "H"],
  "xyz": [[-14.22356, -5.07020, 10.42229], [-15.58500, -5.41416, 9.96006], [-16.35616, -5.84600, 10.78740], [-15.80889, -5.36054, 8.75626], [-13.79912, -4.30822, 9.77226], [-13.59003, -5.93771, 10.24178], [-14.26313, -4.78130, 11.46388], [-13.98806, -8.33796, 6.12247], [-12.93085, -7.82802, 6.36593], [-11.93792, -7.79944, 5.45806], [-10.71270, -7.39542, 6.08442], [-11.11061, -6.59787, 7.33405], [-12.50791, -7.15660, 7.65659], [-10.15534, -6.72314, 5.43813], [-10.17668, -8.30373, 6.35251], [-11.13530, -5.52419, 7.19277], [-10.41881, -6.81753, 8.14849], [-13.21946, -6.36377, 7.87691], [-12.49227, -7.88704, 8.46352], [-25.03465, -5.63915, 6.58034], [-24.17905, -5.88018, 7.38367], [-23.28071, -4.97988, 7.78256], [-22.34427, -5.47293, 8.75963], [-22.56623, -6.99775, 8.77674], [-23.93540, -7.18990, 8.11235], [-22.54927, -4.93429, 9.68399], [-21.33389, -5.26155, 8.42993], [-22.56964, -7.48393, 9.75003], [-21.77669, -7.41400, 8.15161], [-24.70928, -7.49390, 8.81257], [-23.85088, -8.00254, 7.38906], [-17.09070, -8.90434, 12.15377], [-17.98761, -9.19168, 11.41734], [-19.20797, -9.57924, 11.86888], [-20.21862, -9.40335, 10.83792], [-19.47632, -8.79585, 9.64303], [-18.02046, -9.12709, 9.90497], [-20.97603, -8.74848, 11.25915], [-20.64659, -10.39047, 10.65476], [-19.67605, -7.72632, 9.72958], [-19.75429, -9.10003, 8.63717], [-17.28882, -8.40906, 9.54202], [-17.68148, -10.08881, 9.50840], [-17.30753, -7.06879, 2.82419], [-18.29114, -6.61799, 2.30757], [-18.33987, -6.30693, 0.99460], [-19.66024, -5.90761, 0.61454], [-20.30291, -5.46901, 1.92508], [-19.66374, -6.41047, 2.92367], [-20.22422, -6.71771, 0.14797], [-19.58995, -5.06797, -0.07160], [-21.38767, -5.40945, 1.97777], [-19.94696, -4.45821, 2.13483], [-20.11006, -7.41179, 2.91379], [-19.55323, -6.12126, 3.96484], [-17.22254, 0.53916, 10.00634], [-17.60580, -0.57643, 10.19924], [-18.88168, -0.84782, 10.57207], [-19.10036, -2.28420, 10.64172], [-17.95998, -2.82536, 9.80753], [-16.82336, -1.89118, 10.13954], [-20.08664, -2.49685, 10.23942], [-19.06006, -2.57892, 11.69204], [-18.24366, -2.76683, 8.75372], [-17.71635, -3.87972, 9.93384], [-16.06743, -1.74230, 9.37302], [-16.39903, -2.01157, 11.13840], [-13.45054, -1.09013, 7.81194], [-13.14792, -0.94238, 6.31865], [-13.82848, -2.02487, 5.67315], [-13.97037, -3.29117, 6.64532], [-12.89555, -4.17283, 6.37377], [-15.29176, -3.77868, 6.60029], [-13.79973, -2.46930, 7.99242], [-14.30385, -0.46001, 8.05860], [-12.60296, -0.87921, 8.45459], [-12.09398, -0.93084, 6.03351], [-13.55869, -0.03358, 5.88071], [-14.36011, -5.64856, 0.07777], [-13.12414, -6.48053, -0.19380], [-12.67464, -6.91530, 1.10081], [-13.26297, -6.05152, 2.29190], [-12.23506, -5.28581, 2.89118], [-14.13673, -6.83101, 3.07119], [-14.10160, -5.04040, 1.36412], [-15.26079, -6.25056, 0.20644], [-14.50683, -4.82851, -0.61701], [-12.29786, -5.91964, -0.63065], [-13.33455, -7.35286, -0.80670], [-16.25123, -3.44198, 3.35303], [-15.71287, -2.11526, 2.78637], [-16.82427, -1.49490, 2.15141], [-17.97906, -2.54202, 1.87651], [-17.67914, -3.29529, 0.72552], [-19.22585, -1.91616, 2.00659], [-17.67466, -3.43572, 3.17122], [-16.04154, -3.61008, 4.40827], [-15.83016, -4.31913, 2.86184], [-14.96092, -2.34093, 2.02964], [-15.24764, -1.52759, 3.57169], [-20.29663, -3.09187, 5.04008], [-19.18122, -2.67254, 5.99391], [-19.66008, -1.46318, 6.61840], [-21.20502, -1.63856, 6.87740], [-21.85985, -0.39172, 6.82573], [-21.41994, -2.47390, 8.00777], [-21.47706, -2.42018, 5.51975], [-20.45701, -4.16641, 5.01143], [-20.17852, -2.76466, 4.01013], [-18.24071, -2.41384, 5.52168], [-19.03821, -3.39115, 6.79994], [-17.30665, -7.91489, 5.97162], [-16.59872, -6.58420, 5.89536], [-17.60988, -5.61761, 6.16026], [-18.78530, -6.20148, 7.06360], [-20.03235, -5.99600, 6.41889], [-18.62087, -5.83046, 8.41828], [-18.28604, -7.70718, 6.99961], [-16.65433, -8.73611, 6.25098], [-17.78630, -8.15477, 5.02137], [-16.24293, -6.46121, 4.86835], [-15.69793, -6.50552, 6.49852]],
  "atomic_forces_ev_per_a": [[0.61, 0.29, -0.44], [-0.17, -0.86, -0.62], [-0.04, 0.32, 0.07], [0.43, 0.18, 0.72], [-0.35, 0.28, 0.13], [-0.27, -0.25, 0.35], [0.02, -0.08, 0.04], [-0.16, 0.08, 0.09], [-0.34, -0.17, -0.13], [0.21, 0.08, 0.06], [-0.19, 0.81, 0.41], [-0.18, -0.79, 0.78], [0.49, 0.42, -0.35], [0.07, -0.50, -0.45], [0.28, 0.08, -0.17], [-0.01, 0.00, -0.31], [0.07, 0.12, -0.04], [-0.17, -0.12, 0.09], [-0.14, -0.06, 0.00], [0.09, 0.02, -0.02], [-0.51, -0.50, 0.34], [0.51, 0.62, -0.17], [-0.43, -0.36, 0.07], [-0.29, 0.18, -0.01], [0.95, -0.62, -0.35], [0.01, -0.19, 0.11], [-0.05, 0.35, -0.06], [0.36, 0.26, 0.13], [-0.08, -0.29, 0.11], [-0.24, 0.45, -0.02], [-0.32, 0.13, -0.14], [0.05, -0.37, 0.06], [0.11, 0.28, -0.10], [-0.19, 0.35, -0.07], [0.50, -0.95, 0.10], [-0.19, 0.39, -0.11], [0.45, 0.21, 0.38], [-0.08, 0.02, -0.10], [-0.06, 0.06, -0.08], [0.50, 0.10, -0.31], [-0.49, -0.23, 0.21], [-0.21, 0.26, 0.07], [-0.38, -0.13, 0.03], [0.17, 0.22, -0.09], [-0.39, -0.39, 0.04], [0.23, -0.23, -0.20], [-0.73, 0.60, 0.22], [0.00, 0.59, 0.62], [0.63, -0.51, -0.15], [0.34, -0.22, -0.02], [0.18, -0.12, -0.15], [-0.02, -0.31, -0.34], [-0.08, 0.02, 0.05], [-0.21, 0.09, 0.01], [-0.20, 0.29, -0.05], [0.19, 0.10, -0.12], [-0.31, -0.20, 0.63], [-0.03, 0.00, -0.13], [0.19, 0.40, 0.03], [0.21, -1.38, -0.32], [-0.61, 1.41, -0.56], [0.01, 0.06, -0.07], [0.07, -0.06, 0.00], [0.15, 0.36, 0.00], [-0.27, 0.01, 0.40], [0.22, -0.43, 0.13], [0.15, -0.33, -0.09], [-0.02, 0.21, -0.48], [0.27, 0.51, -0.66], [-0.24, -0.25, 0.18], [-0.07, 0.87, -0.55], [0.39, -0.08, 0.52], [-0.54, -0.04, -0.34], [0.27, -0.46, 0.27], [-0.06, -0.20, 0.31], [0.03, 0.11, -0.02], [0.06, -0.45, 0.32], [-0.19, 0.02, 0.28], [-0.34, 0.16, 0.64], [0.34, 0.04, -0.03], [-0.06, -0.45, 0.09], [0.04, 0.81, -0.84], [0.32, 0.10, 0.30], [-0.40, -0.46, 0.42], [0.32, -0.05, 0.00], [-0.01, -0.04, -0.33], [-0.08, -0.11, -0.13], [-0.16, 0.15, -0.10], [-0.01, -0.08, 0.10], [0.53, -1.07, 0.48], [0.61, -1.22, -0.24], [-0.27, 0.74, 0.13], [1.02, -0.21, 0.96], [0.32, -0.54, -0.97], [-0.94, 0.50, 0.25], [-0.36, 0.45, -0.27], [-0.30, 0.42, 0.09], [-0.12, 0.16, -0.37], [0.04, 0.11, 0.01], [-0.50, 0.55, -0.12], [-0.27, -0.03, -0.52], [0.04, 0.15, 0.39], [0.38, 0.28, 0.00], [-0.57, -0.09, -0.27], [0.02, 0.44, -0.15], [0.29, -0.42, 0.07], [-0.26, -0.18, 0.36], [-0.04, -0.01, 0.37], [0.27, 0.28, 0.12], [0.01, -0.16, -0.09], [0.14, -0.19, -0.18], [0.13, -0.04, -0.31], [1.27, -0.65, -1.38], [-0.79, 0.61, 0.14], [1.95, -0.99, 0.28], [-0.26, 0.01, -0.38], [-0.58, 0.66, 0.40], [-0.79, -0.32, 0.02], [0.02, 0.08, 0.24], [-0.14, 0.08, 0.10], [-0.28, 0.26, 0.06], [-0.50, 0.22, 0.70]],
  "mulliken_charge": [-0.86, 0.87, -0.51, -0.20, 0.13, 0.31, 0.36, -0.58, 0.46, -0.37, -0.51, -0.63, 0.76, 0.40, 0.27, 0.14, 0.41, -0.94, 0.64, -0.63, 0.49, -0.33, 0.29, 0.31, -0.63, 0.40, -0.42, 0.14, -0.13, 0.33, 0.26, -0.58, 0.37, -0.38, -0.45, 0.26, 0.17, 0.18, 0.29, -0.31, 0.47, -0.31, 0.38, -0.58, 0.49, -0.37, -0.86, 0.23, 0.51, 0.31, 0.44, 0.53, -0.39, 0.49, -0.75, -0.61, 0.46, -0.38, -0.65, 1.09, 0.22, 0.25, 0.32, -0.60, -0.15, -0.53, 0.45, -0.33, -0.43, -0.29, 1.02, -0.71, -0.42, -0.36, 0.26, 0.35, 0.26, 0.33, -0.29, -0.40, -0.35, 1.27, -0.66, -0.41, -0.30, 0.20, 0.36, 0.29, 0.29, 1.62, 0.11, -0.53, 1.01, -0.54, -0.63, 0.39, -1.35, -0.40, 0.27, 0.11, 0.66, 1.08, -0.45, 1.05, -0.66, -0.38, -0.38, -0.23, 0.03, 0.07, -0.87, -0.35, 0.98, 1.07, 0.77, -0.87, -0.50, -0.49, 0.54, 0.12, -0.39, -0.76]
}

---

no.,energy (eV)
1,-65199.2197
2,-154187.0671